# 1
{
  "formula": "C44H88F7N13O12S5",
  "method": "the ωB97M-V functional and the def2-TZVPD basis",
  "relative_energy_ev": 3.5028,
  "homo_lumo_gap_ev": 5.30,
  "total_charge": 4,
  "e_homo_ev": -12.16,
  "e_tot_ev": -164152.088,
  "species": ["C", "F", "F", "F", "S", "O", "O", "O", "C", "C", "N", "C", "C", "N", "C", "C", "H", "H", "H", "H", "H", "H", "H", "H", "H", "H", "H", "C", "C", "N", "C", "C", "N", "C", "C", "H", "H", "H", "H", "H", "H", "H", "H", "H", "H", "H", "C", "C", "N", "C", "C", "N", "C", "C", "H", "H", "H", "H", "H", "H", "H", "H", "H", "H", "H", "C", "C", "N", "C", "C", "N", "C", "C", "H", "H", "H", "H", "H", "H", "H", "H", "H", "H", "H", "C", "C", "O", "N", "H", "H", "C", "H", "H", "H", "H", "H", "H", "C", "C", "C", "N", "C", "C", "C", "C", "C", "H", "H", "H", "H", "H", "H", "H", "H", "H", "H", "H", "H", "H", "H", "H", "H", "H", "H", "C", "C", "C", "N", "C", "C", "C", "C", "C", "H", "H", "H", "H", "H", "H", "H", "H", "H", "H", "H", "H", "H", "H", "H", "H", "H", "H", "N", "S", "O", "O", "F", "S", "O", "O", "F", "N", "S", "O", "O", "F", "S", "O", "O", "F"],
  "coordinates": [[-1.71176, 0.35012, 0.14144], [-2.62865, 0.76889, 0.97929], [-2.29008, -0.51754, -0.65044], [-1.03939, 1.26761, -0.57326], [-0.35216, -0.50263, 1.22672], [0.22285, 0.59662, 2.00266], [-1.09851, -1.50052, 2.01406], [0.63387, -1.07690, 0.31687], [7.71848, -4.37630, 10.35082], [6.28951, -4.84216, 10.64628], [5.37368, -3.77352, 10.39946], [5.29108, -2.49147, 10.90935], [4.29728, -1.72396, 10.33787], [3.64368, -2.56003, 9.44389], [4.27441, -3.80893, 9.52685], [2.54865, -2.21788, 8.51362], [8.40321, -5.05745, 10.85608], [7.93029, -3.40609, 10.80019], [7.94104, -4.17989, 9.30202], [6.19130, -5.17782, 11.67865], [6.00085, -5.77933, 10.17038], [6.09308, -2.21929, 11.57951], [3.97006, -0.70258, 10.46478], [3.83160, -4.69272, 9.09184], [2.45934, -1.13310, 8.57166], [1.64337, -2.79742, 8.69445], [2.86661, -2.44448, 7.49595], [6.95240, 1.71102, 2.08380], [7.55839, 0.42644, 2.45730], [7.85325, -0.46667, 1.28156], [7.06168, -1.44147, 0.72474], [7.57346, -1.90507, -0.50508], [8.83734, -1.28534, -0.60414], [8.91236, -0.34677, 0.38463], [9.77669, -1.43295, -1.73737], [5.87595, 1.66233, 1.91949], [7.43761, 2.18482, 1.23048], [7.07236, 2.41055, 2.91107], [7.07242, -0.08788, 3.28640], [8.58440, 0.62387, 2.76781], [6.17284, -1.77446, 1.24001], [7.11691, -2.54333, -1.24711], [9.76794, 0.30190, 0.50129], [9.98814, -2.49984, -1.80920], [10.70419, -0.94891, -1.43152], [9.38909, -1.14534, -2.71469], [-9.37518, -7.83798, -0.96956], [-8.27518, -8.93414, -0.90720], [-6.95898, -8.36204, -0.55759], [-6.71616, -7.70561, 0.67486], [-5.39468, -7.39213, 0.78277], [-4.73319, -7.87922, -0.41729], [-5.72401, -8.45178, -1.22811], [-3.40877, -7.59020, -0.79640], [-9.21454, -6.99949, -1.64723], [-9.72509, -7.47586, -0.00286], [-10.31110, -8.28414, -1.30586], [-8.23949, -9.26054, -1.94657], [-8.62912, -9.78442, -0.32423], [-7.50125, -7.43083, 1.36373], [-4.82573, -6.97063, 1.59828], [-5.52337, -8.90644, -2.18698], [-2.72294, -8.43384, -0.71889], [-2.98706, -6.87377, -0.09144], [-3.31314, -7.34026, -1.85303], [-10.00144, -1.96789, 2.96931], [-8.62180, -1.31297, 2.67185], [-8.07458, -0.82072, 3.92522], [-6.76751, -0.97726, 4.36821], [-6.63625, -0.15926, 5.50837], [-7.78148, 0.49876, 5.73688], [-8.64058, 0.14491, 4.74820], [-8.03213, 1.47791, 6.76849], [-9.96656, -2.96878, 3.39952], [-10.51390, -1.97237, 2.00730], [-10.58727, -1.31905, 3.62039], [-8.81726, -0.46381, 2.01700], [-7.89817, -1.88415, 2.09029], [-6.14361, -1.60441, 3.74867], [-5.75503, -0.03814, 6.12090], [-9.59797, 0.62123, 4.59677], [-7.32901, 2.30722, 6.84574], [-7.92721, 0.98191, 7.73341], [-9.03469, 1.85717, 6.57066], [-0.84989, -3.00315, -6.47126], [-0.71397, -2.32504, -7.89494], [0.33705, -2.03252, -8.37443], [-1.95809, -1.78570, -8.60384], [-2.74449, -2.26451, -8.18860], [-2.13320, -0.80352, -8.44652], [-1.85599, -1.97912, -10.10939], [-1.63833, -3.75451, -6.51517], [-0.92599, -2.16896, -5.77382], [0.01548, -3.57041, -6.12855], [-1.26793, -1.11589, -10.42101], [-2.92121, -1.98600, -10.34038], [-1.44968, -2.94328, -10.41501], [-1.27823, 11.63705, 5.33820], [-0.46596, 10.31248, 4.96010], [-1.35128, 9.12055, 5.45888], [-0.81132, 7.74176, 5.02381], [0.59292, 7.39589, 5.60774], [-1.69888, 6.57870, 5.48668], [-2.86074, 6.44111, 4.54018], [-2.30256, 7.09017, 3.24181], [-0.81857, 7.46752, 3.51160], [-0.82948, 12.55052, 4.94793], [-1.33635, 11.76925, 6.41861], [-2.25731, 11.47764, 4.88645], [0.49933, 10.28931, 5.46585], [-0.25673, 10.34190, 3.89076], [-2.38662, 9.15237, 5.11952], [-1.31400, 9.12472, 6.54822], [0.60553, 7.42292, 6.69734], [1.23188, 8.24328, 5.35921], [0.87970, 6.38516, 5.31741], [-1.16391, 5.63307, 5.39897], [-1.88548, 6.79499, 6.53858], [-3.11794, 5.39356, 4.38339], [-3.75991, 6.97727, 4.84368], [-2.28051, 6.47002, 2.34570], [-2.77372, 8.04036, 2.99032], [-0.20808, 6.59285, 3.28716], [-0.47161, 8.28959, 2.88559], [8.32684, -0.63942, -8.22915], [7.08260, -0.01322, -7.54448], [7.32436, 1.41446, -6.97197], [5.91873, 1.92270, -6.45601], [4.95406, 2.25916, -7.59641], [6.19580, 3.21921, -5.64949], [6.03147, 2.90375, -4.18762], [4.88828, 2.00101, -4.26743], [5.23421, 1.00306, -5.37307], [8.42511, -0.13012, -9.18783], [8.16829, -1.70253, -8.41015], [9.16977, -0.37479, -7.59078], [6.74040, -0.71133, -6.78051], [6.22553, -0.03351, -8.21761], [7.63721, 2.08469, -7.77261], [8.07072, 1.46556, -6.17921], [3.90757, 2.34957, -7.30523], [5.05951, 1.55389, -8.42078], [5.28299, 3.11939, -8.17939], [5.31369, 3.82265, -5.86361], [7.13967, 3.69558, -5.91457], [5.85601, 3.82158, -3.62645], [6.94082, 2.46349, -3.77853], [3.98085, 2.58899, -4.40508], [4.85285, 1.39277, -3.36361], [4.50218, 0.42816, -5.94026], [6.02882, 0.29552, -5.13628], [-5.90780, -4.17695, -6.95312], [-6.27842, -5.64815, -7.21069], [-7.58558, -6.11395, -7.59990], [-5.49134, -6.58579, -6.40589], [-5.45415, -5.81819, -8.63174], [-6.55742, -4.14775, -5.35183], [-5.61872, -4.39895, -4.24154], [-7.91083, -4.66216, -5.20875], [-6.77526, -2.53749, -5.17033], [-2.49313, 3.31825, -8.37551], [-2.38807, 4.05064, -7.04353], [-3.35952, 5.10072, -6.76877], [-1.01680, 4.27105, -6.54807], [-3.02247, 2.82969, -6.25361], [-2.55505, 4.68609, -9.27047], [-1.45501, 5.59530, -9.12302], [-3.79813, 5.25099, -9.71850], [-2.17021, 3.85382, -10.53149]]
}

***

# 2
{
  "formula": "C3H5N2O2S",
  "method": "the ωB97M-V functional and the def2-TZVPD basis",
  "relative_energy_ev": 6.3641,
  "homo_lumo_gap_ev": [5.09, 7.30],
  "total_charge": 1,
  "e_homo_ev": [-13.84, -13.75],
  "e_tot_ev": -21087.025,
  "species": ["C", "C", "C", "N", "N", "O", "O", "S", "H", "H", "H", "H", "H"],
  "coordinates": [[-1.36747, 0.00232, -0.46449], [0.99543, 0.40840, -0.51201], [1.75493, -0.64394, 0.31428], [-0.35872, 0.64042, -0.02942], [-2.67963, 0.08850, 0.03072], [-2.60744, -0.45077, 1.12684], [-3.60264, 0.51346, -0.57763], [1.46778, -2.33729, -0.16737], [1.52962, 1.35976, -0.44159], [0.94768, 0.10579, -1.56133], [2.82973, -0.46891, 0.18429], [1.52292, -0.56363, 1.38073], [-0.43219, 1.34588, 0.71697]]
}

***

# 3
{
  "formula": "Cl10O2V2",
  "method": "the ωB97M-V functional and the def2-TZVPD basis",
  "spin_multiplicity": 3,
  "homo_lumo_gap_ev": [3.96, 3.96],
  "total_charge": -6,
  "e_homo_ev": [8.21, 8.21],
  "e_tot_ev": -180680.356,
  "species": ["O", "V", "O", "V", "Cl", "Cl", "Cl", "Cl", "Cl", "Cl", "Cl", "Cl", "Cl", "Cl"],
  "coordinates": [[1.21686, -2.24157, -0.22141], [-0.25990, -2.58511, -0.08287], [-0.56209, 2.22583, -2.48172], [-0.21080, 2.33932, -1.03261], [-1.26052, -2.82661, -2.30480], [-1.63804, 1.73060, 4.55322], [-0.32927, 0.06085, 0.21598], [-1.92297, 3.52753, 0.47618], [-0.69065, -3.83759, 2.02459], [-4.53153, -2.42022, -0.24421], [2.35326, -0.18519, 3.42244], [4.18775, -0.59884, -0.17386], [2.12270, 0.66625, -3.17954], [1.52524, 4.14474, -0.97137]]
}

***

# 4
{
  "formula": "C3H3N3O",
  "method": "the ωB97M-V functional and the def2-TZVPD basis",
  "relative_energy_ev": 3.5351,
  "homo_lumo_gap_ev": 9.99,
  "total_charge": 0,
  "e_homo_ev": -9.50,
  "e_tot_ev": -9673.919,
  "species": ["N", "C", "N", "N", "O", "C", "C", "H", "H", "H"],
  "coordinates": [[1.21065, -0.24184, 0.40312], [1.35736, -1.48257, 0.65136], [0.42415, 2.35212, -0.78745], [-0.54684, 2.87106, -0.75909], [-1.23782, 0.51438, 1.12145], [-1.21223, -0.50804, 0.47593], [0.02475, -1.12208, -0.04771], [1.88814, 0.47550, 0.12800], [-2.14476, -1.02461, 0.17726], [-0.14228, -1.74858, -0.94933]]
}

***

# 5
{
  "formula": "C17H28EuNO2P2S",
  "method": "the ωB97M-V functional and the def2-TZVPD basis",
  "spin_multiplicity": 7,
  "homo_lumo_gap_ev": [7.30, 4.66],
  "total_charge": 2,
  "e_homo_ev": [-14.11, -14.48],
  "e_tot_ev": -72390.890,
  "species": ["Eu", "P", "C", "C", "N", "C", "C", "C", "C", "C", "P", "H", "H", "H", "H", "H", "H", "H", "H", "O", "H", "H", "O", "H", "C", "H", "H", "H", "C", "H", "H", "H", "C", "H", "H", "H", "C", "H", "H", "H", "S", "C", "C", "C", "C", "C", "C", "H", "H", "H", "H", "H"],
  "coordinates": [[-0.69001, 0.55038, 0.93185], [0.44080, 2.07705, -1.27096], [1.27954, 1.15607, -2.49434], [1.79962, -0.10376, -2.10194], [1.30522, -0.73529, -0.97144], [1.77086, -1.96917, -0.72627], [2.82071, -2.58412, -1.42265], [3.36498, -1.92140, -2.51710], [2.83001, -0.69336, -2.87466], [1.18936, -2.81124, 0.39653], [-0.55572, -2.33661, 0.79475], [3.19107, -0.12130, -3.72236], [3.15079, -3.56877, -1.08311], [4.19376, -2.36803, -3.06463], [1.18870, -3.87469, 0.09051], [1.80481, -2.69267, 1.30860], [-0.20942, 0.13607, -4.22757], [1.67736, 1.62424, -3.40226], [-2.24323, -0.71888, -3.33818], [-1.10443, -0.17542, -4.45939], [-1.10871, -0.18960, -5.43520], [-1.95835, 0.18415, -0.40898], [-2.95414, -0.70461, -2.65368], [-2.75086, -1.42308, -2.03910], [-1.41826, -3.55222, -0.25595], [-1.16439, -4.58377, 0.02842], [-2.49955, -3.38512, -0.14618], [-1.18329, -3.38258, -1.31679], [-0.73340, -3.10342, 2.42852], [-1.77179, -2.94360, 2.75790], [-0.51140, -4.17961, 2.38227], [-0.09025, -2.60372, 3.16805], [1.56879, 3.37905, -0.62456], [1.89370, 4.07589, -1.41746], [1.02247, 3.91757, 0.17039], [2.44659, 2.89922, -0.15902], [-0.87461, 2.99108, -2.15043], [-1.36627, 3.62552, -1.39273], [-0.44375, 3.60174, -2.96051], [-1.60414, 2.25950, -2.53676], [1.30623, 0.24651, 2.89344], [0.09062, 1.23924, 3.53862], [-1.06755, 0.65934, 4.13482], [-2.12239, 1.47858, 4.53753], [-2.05664, 2.86824, 4.38265], [-0.96208, 3.43441, 3.71789], [0.10928, 2.64603, 3.30273], [-1.11497, -0.42907, 4.23274], [-3.02008, 1.02811, 4.96065], [-2.87107, 3.50121, 4.73994], [-0.95797, 4.50354, 3.50560], [0.96348, 3.07239, 2.76981]]
}

***

# 6
{
  "formula": "H3N3O3",
  "method": "the ωB97M-V functional and the def2-TZVPD basis",
  "relative_energy_ev": 3.5772,
  "homo_lumo_gap_ev": 10.04,
  "total_charge": 0,
  "smiles": "NN=O.O=NO",
  "e_homo_ev": -9.92,
  "e_tot_ev": -10656.218,
  "species": ["N", "N", "O", "H", "H", "O", "N", "O", "H"],
  "coordinates": [[1.04632, 0.10234, -0.53635], [1.09098, 1.03641, 0.34072], [0.02794, 1.56912, 0.58560], [1.80690, -0.54639, -0.46185], [0.09908, 0.00927, -1.07110], [-3.82576, -0.31600, 0.25808], [-2.70411, 0.03147, 0.45524], [-1.92654, 0.30542, -0.63116], [-1.15665, 0.85739, -0.16617]]
}

***

Please write out number 4 again, unchanged.
{
  "formula": "C3H3N3O",
  "method": "the ωB97M-V functional and the def2-TZVPD basis",
  "relative_energy_ev": 3.5351,
  "homo_lumo_gap_ev": 9.99,
  "total_charge": 0,
  "e_homo_ev": -9.50,
  "e_tot_ev": -9673.919,
  "species": ["N", "C", "N", "N", "O", "C", "C", "H", "H", "H"],
  "coordinates": [[1.21065, -0.24184, 0.40312], [1.35736, -1.48257, 0.65136], [0.42415, 2.35212, -0.78745], [-0.54684, 2.87106, -0.75909], [-1.23782, 0.51438, 1.12145], [-1.21223, -0.50804, 0.47593], [0.02475, -1.12208, -0.04771], [1.88814, 0.47550, 0.12800], [-2.14476, -1.02461, 0.17726], [-0.14228, -1.74858, -0.94933]]
}